(1)
Below is a molecular structure, C37H41AsBCuN5O4P in a non-equilibrium geometry, with properties calculated with ωB97M-V/def2-TZVPD.

- Molar mass: 800.02 g mol⁻¹
- Strongest force on any atom: 1.04 eV/Å
- Spin multiplicity: 2
- Relative energy (zero: lowest compared OMol25 entry of this formula, charge and spin): 0.000 eV
- Calculated total energy: -6251.4523 a.u.
- Net charge: +1

Last column: natural (NBO) charge in e.
CARTESIAN COORDINATES (ANGSTROEM)
Cu (-3.01, -1.75, -2.32)  0.95
N (-4.07, -2.98, -0.81)  -0.73
N (-5.12, -2.23, -0.27)  -0.43
C (-5.34, -0.97, -0.71)  0.64
N (-6.29, -0.26, -0.12)  -0.76
N (-4.60, -0.59, -1.74)  -0.60
N (-4.69, 0.68, -2.30)  0.64
O (-5.34, 1.55, -1.74)  -0.42
O (-4.09, 0.82, -3.34)  -0.33
H (-4.41, -3.87, -1.18)  0.40
H (-3.33, -3.12, -0.12)  0.42
H (-5.65, -2.61, 0.49)  0.41
H (-6.85, -0.62, 0.63)  0.42
H (-6.38, 0.70, -0.42)  0.46
C (-0.91, -2.32, 2.75)  -0.69
C (0.35, -1.59, 3.20)  -0.74
As (0.52, -1.54, 5.18)  0.92
C (-0.73, -0.08, 5.54)  -0.32
C (-0.87, 0.28, 6.88)  -0.21
C (-1.70, 1.32, 7.26)  -0.20
C (-2.40, 2.03, 6.29)  -0.23
C (-2.27, 1.68, 4.96)  -0.15
C (-1.44, 0.64, 4.58)  -0.28
C (2.15, -0.46, 5.18)  -0.34
C (3.32, -0.99, 5.72)  -0.23
C (4.50, -0.26, 5.70)  -0.19
C (4.52, 1.01, 5.14)  -0.20
C (3.36, 1.55, 4.61)  -0.23
C (2.18, 0.82, 4.64)  -0.16
P (-1.27, -2.18, 0.92)  0.74
C (0.33, -2.62, 0.15)  -0.26
C (0.79, -1.96, -0.99)  -0.26
C (1.96, -2.36, -1.62)  -0.20
C (2.67, -3.45, -1.14)  -0.19
C (2.20, -4.13, -0.02)  -0.20
C (1.04, -3.72, 0.62)  -0.23
C (-1.45, -0.35, 0.80)  -0.34
C (-0.44, 0.58, 0.56)  -0.21
C (-0.73, 1.94, 0.60)  -0.19
C (-2.01, 2.39, 0.88)  -0.21
C (-3.02, 1.47, 1.12)  -0.16
C (-2.74, 0.11, 1.07)  -0.26
H (-1.80, -1.93, 3.25)  0.24
H (-0.85, -3.38, 3.00)  0.24
H (0.36, -0.56, 2.85)  0.22
H (1.24, -2.08, 2.82)  0.24
H (-0.32, -0.28, 7.64)  0.22
H (-1.79, 1.59, 8.30)  0.22
H (-3.05, 2.85, 6.58)  0.22
H (-2.81, 2.23, 4.20)  0.20
H (-1.34, 0.40, 3.53)  0.21
H (3.30, -1.98, 6.16)  0.22
H (5.41, -0.69, 6.12)  0.22
H (5.44, 1.58, 5.12)  0.22
H (3.37, 2.55, 4.19)  0.21
H (1.27, 1.26, 4.24)  0.20
H (0.24, -1.11, -1.37)  0.22
H (2.31, -1.81, -2.49)  0.23
H (3.58, -3.77, -1.63)  0.22
H (2.75, -4.99, 0.36)  0.23
H (0.70, -4.27, 1.49)  0.21
H (0.57, 0.26, 0.36)  0.23
H (0.07, 2.65, 0.42)  0.22
H (-2.22, 3.45, 0.91)  0.23
H (-4.02, 1.81, 1.36)  0.21
H (-3.52, -0.61, 1.29)  0.19
C (4.44, 1.60, -5.49)  -0.59
C (3.10, 1.67, -6.24)  -0.08
C (2.91, 3.09, -6.80)  -0.60
C (3.15, 0.70, -7.42)  -0.61
C (1.97, 1.35, -5.27)  0.02
C (1.73, 2.22, -4.19)  -0.21
C (0.70, 2.02, -3.28)  -0.23
C (-0.10, 0.91, -3.47)  0.19
O (-1.17, 0.46, -2.75)  -0.67
B (-1.55, -0.74, -3.35)  0.71
O (-0.78, -0.99, -4.46)  -0.67
C (0.14, 0.03, -4.52)  0.28
C (1.16, 0.22, -5.43)  -0.28
H (5.26, 1.81, -6.18)  0.21
H (4.59, 0.60, -5.07)  0.21
H (4.49, 2.32, -4.68)  0.21
H (3.66, 3.29, -7.56)  0.22
H (3.00, 3.85, -6.03)  0.21
H (1.92, 3.19, -7.26)  0.21
H (3.94, 0.99, -8.10)  0.22
H (2.21, 0.71, -7.97)  0.21
H (3.36, -0.32, -7.09)  0.21
H (2.37, 3.08, -4.06)  0.22
H (0.52, 2.70, -2.46)  0.23
H (1.31, -0.49, -6.23)  0.24

(2)
Below is a molecular structure, C37H41Br2GeNO3P2Rh in a non-equilibrium geometry, with properties calculated with ωB97M-V/def2-TZVPD.

- Molar mass: 945.01 g mol⁻¹
- Strongest force on any atom: 2.48 eV/Å
- Spin multiplicity: 5
- Calculated total energy: -9732.9545 a.u.
- Net charge: +1

Last column: Mulliken charge in e.
CARTESIAN COORDINATES (ANGSTROEM)
Rh (-2.31, -0.86, 0.56)  0.32
C (-2.88, 2.01, 2.86)  -1.30
P (-3.50, 0.41, 2.27)  1.06
C (-5.31, 0.65, 2.18)  -1.45
C (-3.30, -0.64, 3.76)  -0.89
C (-3.63, -2.11, 3.49)  -1.44
P (-2.67, -2.79, 2.07)  1.42
C (-3.81, -4.05, 1.40)  -1.36
C (-1.37, -3.79, 2.85)  -1.52
H (-1.80, 1.95, 2.95)  0.24
H (-3.31, 2.24, 3.84)  0.49
H (-3.14, 2.81, 2.17)  0.36
H (-5.70, 0.94, 3.16)  0.43
H (-5.80, -0.27, 1.87)  0.39
H (-5.55, 1.42, 1.46)  0.40
H (-3.93, -0.23, 4.56)  0.64
H (-2.26, -0.53, 4.06)  0.33
H (-4.69, -2.23, 3.26)  0.43
H (-3.43, -2.71, 4.38)  0.53
H (-4.19, -4.69, 2.19)  0.49
H (-3.28, -4.66, 0.66)  0.36
H (-4.64, -3.56, 0.89)  0.33
H (-1.82, -4.61, 3.41)  0.44
H (-0.79, -3.17, 3.53)  0.37
H (-0.71, -4.19, 2.09)  0.39
C (-2.48, 2.56, -0.65)  -1.03
C (-2.51, 1.64, -1.83)  1.26
C (-2.50, 2.13, -3.14)  -1.80
C (-2.43, 1.27, -4.20)  -0.24
C (-2.38, -0.11, -3.95)  1.44
C (-2.24, -1.11, -4.97)  0.38
Br (-2.13, -0.62, -6.76)  -0.09
C (-2.18, -2.47, -4.67)  -0.56
C (-2.32, -2.89, -3.36)  -0.19
Br (-2.27, -4.70, -2.95)  -0.08
C (-2.53, -1.96, -2.28)  0.47
O (-2.78, -2.33, -1.13)  -0.48
C (-2.46, -0.52, -2.62)  0.08
N (-2.51, 0.33, -1.59)  -0.45
H (-2.28, 3.58, -0.95)  0.45
H (-1.71, 2.23, 0.06)  -0.01
H (-3.44, 2.52, -0.13)  0.20
H (-2.53, 3.20, -3.30)  0.35
H (-2.39, 1.64, -5.21)  0.34
H (-2.04, -3.19, -5.46)  0.46
O (-0.70, -0.29, 2.26)  -0.76
C (0.17, -0.82, 1.51)  1.20
O (-0.13, -1.12, 0.32)  -0.72
C (1.55, -1.09, 2.03)  -1.32
C (2.56, -1.37, 0.94)  -1.46
Ge (3.11, 0.23, -0.06)  1.83
C (1.75, 0.94, -1.27)  -0.15
C (1.77, 2.31, -1.58)  -0.45
C (0.88, 2.85, -2.49)  -1.72
C (-0.06, 2.04, -3.11)  -0.24
C (-0.09, 0.68, -2.82)  0.41
C (0.80, 0.14, -1.91)  -0.29
C (4.71, -0.20, -1.08)  0.03
C (5.41, 0.81, -1.75)  -0.10
C (6.56, 0.53, -2.46)  -0.77
C (7.05, -0.77, -2.51)  -0.45
C (6.37, -1.79, -1.85)  -0.67
C (5.21, -1.50, -1.14)  -0.53
C (3.51, 1.63, 1.23)  -0.24
C (4.81, 1.90, 1.63)  -0.61
C (5.08, 2.86, 2.59)  -0.70
C (4.04, 3.56, 3.18)  -0.47
C (2.73, 3.31, 2.80)  -0.77
C (2.47, 2.35, 1.82)  0.19
H (1.47, -1.92, 2.74)  0.48
H (1.83, -0.21, 2.63)  0.39
H (2.17, -2.12, 0.24)  0.50
H (3.48, -1.77, 1.37)  0.55
H (2.49, 2.96, -1.09)  0.47
H (0.92, 3.91, -2.72)  0.42
H (-0.75, 2.46, -3.83)  0.76
H (-0.81, 0.04, -3.32)  -0.24
H (0.75, -0.92, -1.68)  0.49
H (5.04, 1.83, -1.72)  0.40
H (7.09, 1.32, -2.97)  0.40
H (7.95, -0.99, -3.06)  0.39
H (6.74, -2.80, -1.89)  0.40
H (4.69, -2.30, -0.63)  0.26
H (5.64, 1.36, 1.17)  0.38
H (6.10, 3.07, 2.89)  0.42
H (4.24, 4.31, 3.94)  0.39
H (1.91, 3.85, 3.25)  0.42
H (1.44, 2.17, 1.51)  0.51